C16H15N6NiO2 | the ωB97M-V functional and the def2-TZVPD basis

CARTESIAN COORDINATES (ANGSTROEM)
1 Ni -1.987399 0.034178 0.319719
2 C -1.233399 -0.826296 4.414004
3 C -0.291947 -1.925293 4.128873
4 C 0.080543 -2.251575 2.891758
5 C -0.350288 -1.368710 1.805233
6 C -1.341461 -0.249569 2.053674
7 C -1.783176 -0.081185 3.453112
8 C 0.080607 -1.340715 -0.719237
9 C 1.183567 -1.955399 -1.318325
10 C 1.685102 -1.341461 -2.422278
11 C 1.082800 -0.161445 -2.930538
12 C 1.536571 0.473503 -4.114420
13 C 0.899970 1.576786 -4.594456
14 C -0.230663 2.096743 -3.916180
15 C -0.685303 1.510219 -2.771087
16 C -0.027801 0.366941 -2.253220
17 N -0.487055 -0.248748 -1.113632
18 H -1.571470 -0.701492 5.436253
19 H 0.018818 -2.553971 4.955066
20 H 0.591642 -3.165671 2.626410
21 H -2.599819 0.595668 3.679157
22 H 1.552988 -2.884235 -0.911804
23 H 2.540630 -1.763396 -2.939737
24 H 2.393455 0.060621 -4.634870
25 H 1.243448 2.050312 -5.505142
26 H -0.750340 2.954017 -4.325869
27 H -1.581000 1.874514 -2.283516
28 N -1.471948 2.074418 0.822851
29 N -0.051846 2.108785 0.861749
30 C 0.662634 1.003677 1.195746
31 N 1.958258 0.963674 0.889965
32 N 0.034407 0.036551 1.769994
33 N -0.600409 -2.024657 0.437662
34 O -2.019177 -1.787399 0.227458
35 O -0.245929 -3.279609 0.454565
36 H -1.734072 2.646768 0.025697
37 H -1.844268 2.495169 1.670369
38 H 0.396007 3.011629 0.887940
39 H 2.422142 1.732150 0.437294
40 H 2.525182 0.244506 1.309766

Force components x, y, z for each atom (eV/Å):
-0.4623 0.6786 0.3899
0.3442 -0.4831 0.1824
-0.3658 0.3254 0.4391
0.1126 0.1338 -0.4203
-0.2205 0.1754 -0.1828
-0.6399 -0.4713 0.5167
0.0016 0.1496 -0.3050
-0.1752 -0.2229 0.3047
-0.0044 -0.0917 0.1850
0.1931 0.1269 -0.2283
0.2310 -0.1031 -0.1848
0.1062 -0.1058 0.0613
-0.1648 0.1688 0.0148
0.1206 -0.0149 -0.1295
0.0648 -0.1956 0.1509
-0.0709 0.0020 0.2251
-0.2640 0.6567 -0.9043
0.0692 -0.0542 -0.0263
-0.0601 0.0641 -0.0143
0.0705 0.0746 0.0196
0.0407 -0.0287 -0.0468
-0.0252 0.0204 -0.0042
-0.0695 0.0394 -0.0042
-0.0502 -0.0004 0.0275
-0.0273 -0.0018 0.0409
0.0334 -0.0248 0.0151
-0.0293 -0.0099 0.0574
0.4752 -0.1419 -0.6940
0.0122 0.4761 0.0654
-0.3900 0.2214 -0.3923
0.2290 -0.1037 0.1871
0.9195 -0.6029 0.8397
0.2218 -0.7251 -0.1702
0.5129 -0.2810 -0.0835
-0.4143 0.3285 0.1559
-0.1159 0.1116 0.0563
-0.1638 -0.1618 -0.0018
-0.0286 0.0615 -0.0288
-0.0528 -0.0272 -0.1049
0.0364 0.0367 -0.0085

Computed properties:
Energy relative to the best compared isomer or geometry (same formula, charge and spin), kcal per mole: 5.1
Net charge: +1
Total energy, Eh: -2605.5639
Strongest force on any atom, eV/A: 1.38
HOMO (spin up / spin down), eV: -11.69 / -11.26
Orbital gap (spin up / spin down), eV: 8.4 / 8.0